(1)
The following is a DFT calculation (ωB97M-V with the def2-TZVPD basis set) of a gas-phase ion, C14H26N8O3P (charge +1) in a non-equilibrium geometry.

```
52
Properties=species:S:1:pos:R:3
N -1.80 -1.09 2.93
C -0.27 -1.18 2.81
C 0.14 -1.80 1.35
O 1.54 -2.29 1.46
C 0.07 -0.71 0.11
N -0.34 0.68 0.49
C -1.60 1.49 0.44
N -2.79 1.06 -0.05
C -3.17 -0.27 -0.64
C -3.12 -0.29 -2.31
N -3.92 0.85 -2.94
N -3.86 -1.58 -2.70
N -1.72 -0.20 -2.87
P -4.16 2.26 0.08
O -4.64 2.43 1.58
N -1.53 2.91 1.02
C -0.08 2.92 1.46
N 0.56 1.56 1.12
C 2.00 1.34 1.52
O 2.84 1.92 0.46
C 3.83 0.90 0.01
C 5.15 0.53 0.94
C 6.24 -0.62 0.42
C 6.04 -1.47 -1.00
C 4.72 -1.09 -1.91
C 3.66 0.08 -1.41
H -1.98 -0.05 2.96
H -2.02 -1.49 3.87
H 0.07 -1.99 3.62
H 0.28 -0.18 3.11
H -0.52 -2.75 1.09
H 1.53 -3.29 1.33
H -0.55 -1.22 -0.74
H 1.19 -0.64 -0.30
H -2.65 -1.21 -0.16
H -4.33 -0.41 -0.40
H -4.59 0.50 -3.66
H -3.20 1.44 -3.47
H -3.87 -1.63 -3.75
H -3.35 -2.41 -2.34
H -1.41 -1.22 -2.99
H -1.06 0.30 -2.23
H -5.22 1.83 -0.81
H -3.61 3.50 -0.49
H 0.54 3.78 2.01
H 2.26 0.21 1.72
H 2.19 1.92 2.55
H 5.34 1.11 1.96
H 7.15 -0.83 1.12
H 6.80 -2.31 -1.36
H 4.49 -1.64 -2.94
H 2.71 0.34 -2.07
```

Calculated values
Energy above the lowest of the compared OMol25 structures with the same formula, charge and spin in kJ/mol: 1235.3
HOMO level in eV: -11.2
HOMO-LUMO gap in eV: 7.493
Structure (SMILES): NC[C@H](O)Cn1c(N(CC(N)(N)N)[PH2]=O)nc[n+]1COc1ccccc1
LUMO level in eV: -3.75
Multiplicity: 1
Largest force on an atom in eV/Å: 8.1
E_tot in eV: -42270.503
Total charge: +1

Let us look at the natural (NBO) charges, expressed in e, one per atom: number 1, N, carries -0.856; number 2, C, carries -0.268; number 3, C, carries 0.085; number 4, O, carries -0.747; number 5, C, carries -0.308; number 6, N, carries -0.232; number 7, C, carries 0.614; number 8, N, carries -0.702; number 9, C, carries -0.284; number 10, C, carries 0.424; number 11, N, carries -0.890; number 12, N, carries -0.851; number 13, N, carries -0.872; number 14, P, carries 1.525; number 15, O, carries -1.008; number 16, N, carries -0.448; number 17, C, carries 0.269; number 18, N, carries -0.233; number 19, C, carries 0.046; number 20, O, carries -0.541; number 21, C, carries 0.243; number 22, C, carries -0.271; number 23, C, carries -0.198; number 24, C, carries -0.225; number 25, C, carries -0.213; number 26, C, carries -0.290; number 27, H, carries 0.364; number 28, H, carries 0.384; number 29, H, carries 0.228; number 30, H, carries 0.191; number 31, H, carries 0.205; number 32, H, carries 0.496; number 33, H, carries 0.262; number 34, H, carries 0.283; number 35, H, carries 0.245; number 36, H, carries 0.263; number 37, H, carries 0.393; number 38, H, carries 0.388; number 39, H, carries 0.381; number 40, H, carries 0.364; number 41, H, carries 0.375; number 42, H, carries 0.362; number 43, H, carries 0.020; number 44, H, carries -0.013; number 45, H, carries 0.296; number 46, H, carries 0.268; number 47, H, carries 0.230; number 48, H, carries 0.249; number 49, H, carries 0.249; number 50, H, carries 0.263; number 51, H, carries 0.252; number 52, H, carries 0.233



(2)
The following is a DFT calculation (ωB97M-V with the def2-TZVPD basis set) of a single C3H6N2O2 molecule in a non-equilibrium geometry.

```
13
Properties=species:S:1:pos:R:3
H 1.67 0.61 -2.19
N 1.10 0.28 -1.42
C 1.74 0.31 -0.33
O 1.26 -0.06 0.88
C 0.02 -0.82 0.97
C -1.29 -0.19 0.58
N -1.48 0.72 -0.38
O -2.18 -0.60 1.32
H 2.78 0.66 -0.23
H 0.18 -1.77 0.45
H -0.62 -1.05 1.93
H -2.42 1.07 -0.47
H -0.77 0.83 -1.10
```

Calculated values
Energy above the lowest of the compared OMol25 structures with the same formula, charge and spin in kJ/mol: 235.1
HOMO level in eV: -9.8
HOMO-LUMO gap in eV: 10.653
Structure (SMILES): [H]/N=C/OCC(N)=O
LUMO level in eV: 0.80
Multiplicity: 1
Largest force on an atom in eV/Å: 3.4
E_tot in eV: -10282.361
Total charge: 0

Let us look at the natural (NBO) charges, expressed in e, one per atom: number 1, H, carries 0.365; number 2, N, carries -0.768; number 3, C, carries 0.440; number 4, O, carries -0.491; number 5, C, carries -0.231; number 6, C, carries 0.627; number 7, N, carries -0.805; number 8, O, carries -0.647; number 9, H, carries 0.161; number 10, H, carries 0.209; number 11, H, carries 0.302; number 12, H, carries 0.404; number 13, H, carries 0.434



(3)
The following is a DFT calculation (ωB97M-V with the def2-TZVPD basis set) of a molecular structure, C36H37CrO3P2S2 in a non-equilibrium geometry.

```
81
Properties=species:S:1:pos:R:3
Cr -0.14 -1.79 0.93
C 0.76 1.59 -0.28
P -0.53 0.27 -0.24
C -1.96 1.05 0.60
C -1.80 1.20 1.98
C -2.78 1.81 2.75
C -3.95 2.27 2.14
C -4.11 2.13 0.77
C -3.12 1.53 0.00
C -0.89 -0.13 -1.98
C -2.13 -0.59 -2.42
C -2.30 -1.01 -3.74
C -1.23 -1.02 -4.62
C 0.02 -0.60 -4.18
C 0.19 -0.17 -2.87
P 0.21 3.38 -0.34
C 1.85 4.16 -0.68
C 3.06 3.59 -0.31
C 4.26 4.27 -0.52
C 4.25 5.52 -1.11
C 3.04 6.10 -1.48
C 1.85 5.43 -1.26
C -0.56 3.54 -2.00
C -1.83 4.11 -2.08
C -2.46 4.30 -3.31
C -1.81 3.90 -4.47
C -0.54 3.33 -4.41
C 0.08 3.16 -3.18
H 1.48 1.37 -1.05
H 1.27 1.49 0.68
H -0.89 0.85 2.46
H -2.64 1.94 3.81
H -4.72 2.74 2.73
H -5.01 2.50 0.29
H -3.24 1.48 -1.08
H -2.97 -0.65 -1.75
H -3.28 -1.35 -4.07
H -1.36 -1.35 -5.64
H 0.87 -0.62 -4.85
H 1.17 0.13 -2.54
H 3.09 2.62 0.16
H 5.20 3.81 -0.23
H 5.19 6.05 -1.29
H 3.03 7.09 -1.93
H 0.92 5.89 -1.56
H -2.32 4.43 -1.16
H -3.44 4.75 -3.36
H -2.30 4.03 -5.43
H -0.04 3.03 -5.32
H 1.09 2.75 -3.14
C 3.98 -1.81 2.01
C 2.56 -2.25 2.06
O 1.74 -1.58 1.43
C 2.17 -3.45 2.82
C 0.86 -3.92 2.77
C 0.48 -5.05 3.47
C 1.42 -5.73 4.23
C 2.73 -5.26 4.30
C 3.11 -4.13 3.60
H 4.08 -0.96 1.34
H 4.61 -2.64 1.66
H 4.33 -1.53 3.01
H 0.11 -3.41 2.19
H -0.55 -5.40 3.41
H 1.14 -6.62 4.78
H 3.47 -5.79 4.90
H 4.13 -3.79 3.66
C -1.80 -6.25 -1.21
O -2.30 -5.02 -0.62
C -1.51 -4.02 -0.30
S 0.15 -3.98 -0.59
S -2.30 -2.69 0.42
H -2.01 -7.05 -0.51
H -0.74 -6.19 -1.41
H -2.35 -6.41 -2.13
C -0.78 -1.54 4.51
O -1.19 -1.69 3.14
H -1.27 -2.27 5.15
H -0.98 -0.53 4.88
H 0.30 -1.72 4.55
H -2.15 -1.62 3.08
```

Calculated values
Energy above the lowest of the compared OMol25 structures with the same formula, charge and spin in kJ/mol: 92.5
HOMO level (alpha / beta) in eV: -10.2 / -10.3
HOMO-LUMO gap (alpha / beta) in eV: 6.882 / 6.856
LUMO level (alpha / beta) in eV: -3.32 / -3.45
Multiplicity: 5
Largest force on an atom in eV/Å: 1.2
E_tot in eV: -112740.424
Total charge: +1

Let us look at the Mulliken charges, expressed in e, one per atom: number 1, Cr, carries 0.238; number 2, C, carries -1.527; number 3, P, carries 0.557; number 4, C, carries 1.036; number 5, C, carries -0.946; number 6, C, carries -0.756; number 7, C, carries -0.581; number 8, C, carries -0.878; number 9, C, carries -0.156; number 10, C, carries 1.556; number 11, C, carries -0.539; number 12, C, carries -0.871; number 13, C, carries -0.652; number 14, C, carries -0.735; number 15, C, carries -0.950; number 16, P, carries 0.058; number 17, C, carries 0.461; number 18, C, carries -0.267; number 19, C, carries -0.629; number 20, C, carries -0.485; number 21, C, carries -0.615; number 22, C, carries -0.532; number 23, C, carries 0.426; number 24, C, carries -0.393; number 25, C, carries -0.589; number 26, C, carries -0.552; number 27, C, carries -0.688; number 28, C, carries -0.108; number 29, H, carries 0.925; number 30, H, carries 0.538; number 31, H, carries 0.319; number 32, H, carries 0.435; number 33, H, carries 0.414; number 34, H, carries 0.465; number 35, H, carries 0.497; number 36, H, carries 0.527; number 37, H, carries 0.466; number 38, H, carries 0.439; number 39, H, carries 0.469; number 40, H, carries 0.297; number 41, H, carries 0.392; number 42, H, carries 0.387; number 43, H, carries 0.375; number 44, H, carries 0.389; number 45, H, carries 0.355; number 46, H, carries 0.409; number 47, H, carries 0.440; number 48, H, carries 0.411; number 49, H, carries 0.438; number 50, H, carries 0.408; number 51, C, carries -1.828; number 52, C, carries 0.882; number 53, O, carries -0.187; number 54, C, carries 0.870; number 55, C, carries 0.397; number 56, C, carries -1.126; number 57, C, carries -0.516; number 58, C, carries -0.780; number 59, C, carries -0.660; number 60, H, carries 0.300; number 61, H, carries 0.465; number 62, H, carries 0.417; number 63, H, carries 0.431; number 64, H, carries 0.520; number 65, H, carries 0.417; number 66, H, carries 0.418; number 67, H, carries 0.461; number 68, C, carries -0.670; number 69, O, carries -0.285; number 70, C, carries 0.647; number 71, S, carries -0.451; number 72, S, carries -0.501; number 73, H, carries 0.248; number 74, H, carries 0.391; number 75, H, carries 0.253; number 76, C, carries -0.768; number 77, O, carries -0.104; number 78, H, carries 0.322; number 79, H, carries 0.287; number 80, H, carries 0.238; number 81, H, carries 0.231